No. 1
Formula: C15H16N2O3S
Source: the Open Molecules 2025 dataset
Level of theory: ωB97M-V/def2-TZVPD

Positions of all 37 atoms, in Å:
C: -4.612 -0.569 -1.771
C: -4.647 -0.651 -0.288
N: -5.646 -1.356 0.261
C: -3.698 -0.036 0.508
C: -3.807 -0.176 1.903
N: -3.945 -0.306 3.037
C: -2.587 0.730 -0.029
O: -2.427 0.998 -1.202
C: -1.584 1.203 1.027
O: -0.434 1.735 0.399
C: 0.305 0.847 -0.273
O: 0.091 -0.336 -0.281
C: 1.448 1.522 -1.003
C: 2.268 2.394 -0.064
S: 2.793 1.479 1.432
C: 3.607 0.058 0.746
C: 4.447 0.148 -0.354
C: 5.060 -0.993 -0.842
C: 4.852 -2.216 -0.229
C: 4.028 -2.298 0.882
C: 3.402 -1.166 1.368
H: -5.393 -1.180 -2.216
H: -4.730 0.466 -2.089
H: -3.637 -0.888 -2.137
H: -6.318 -1.833 -0.314
H: -5.702 -1.456 1.262
H: -1.309 0.366 1.679
H: -2.012 2.011 1.626
H: 1.025 2.140 -1.798
H: 2.065 0.740 -1.450
H: 1.666 3.212 0.330
H: 3.146 2.803 -0.563
H: 4.632 1.100 -0.828
H: 5.708 -0.920 -1.704
H: 5.333 -3.103 -0.614
H: 3.863 -3.249 1.366
H: 2.750 -1.220 2.226

Properties
- Energy above the lowest of the compared OMol25 structures with the same formula, charge and spin: 131.7 kJ/mol
- SMILES: C/C(N)=C(/C#N)C(=O)COC(=O)CCSc1ccccc1
- Calculated total energy: -1314.62700 Ha
- Net charge: 0


No. 2
Formula: C15H16N4OS
Source: the Open Molecules 2025 dataset
Level of theory: ωB97M-V/def2-TZVPD

Positions of all 37 atoms, in Å:
C: -4.905 -3.011 0.565
C: -4.508 -1.695 -0.033
C: -4.759 -1.408 -1.366
C: -4.400 -0.181 -1.900
C: -3.791 0.771 -1.106
C: -3.536 0.503 0.233
C: -2.833 1.532 1.083
C: -1.417 1.666 0.636
C: -0.831 2.704 -0.018
N: 0.472 2.538 -0.352
C: 0.900 1.384 0.028
N: 2.178 0.938 -0.175
C: 2.600 -0.285 0.233
O: 1.890 -1.083 0.817
C: 4.021 -0.538 -0.101
N: 4.769 0.332 -0.672
C: 6.083 -0.261 -0.826
C: 6.002 -1.667 -0.169
N: 4.596 -1.733 0.172
S: -0.269 0.374 0.846
C: -3.892 -0.730 0.755
H: -5.812 -2.894 1.158
H: -4.123 -3.387 1.222
H: -5.098 -3.749 -0.211
H: -5.235 -2.148 -1.994
H: -4.596 0.030 -2.941
H: -3.504 1.726 -1.523
H: -2.865 1.229 2.132
H: -3.326 2.503 0.984
H: -1.309 3.631 -0.279
H: 2.843 1.538 -0.649
H: 6.319 -0.315 -1.891
H: 6.823 0.387 -0.350
H: 6.634 -1.746 0.722
H: 6.271 -2.467 -0.864
H: 4.179 -2.433 0.758
H: -3.687 -0.948 1.794

Properties
- Energy above the lowest of the compared OMol25 structures with the same formula, charge and spin: 47.8 kJ/mol
- SMILES: Cc1cccc(Cc2cnc(NC(=O)C3=NCCN3)s2)c1
- Calculated total energy: -1273.68078 Ha
- Net charge: 0